# 1
Density functional theory data (ωB97M-V/def2-TZVPD) for 9 unconnected molecules or ions with the total composition C20H62N4O11 in a non-equilibrium geometry.

The geometry in XYZ format:
```
97
Properties=species:S:1:pos:R:3:forces:R:3:lowdin_charge:R:1
O -8.31122 -14.36833 -19.92723 -0.095 0.004 0.003 -0.074
H -7.96823 -14.82831 -20.70458 -0.151 0.272 -0.026 -0.008
H -8.10076 -13.43713 -20.08467 0.157 -0.140 0.101 -0.014
O -7.45344 -14.76132 -22.72277 0.190 -0.129 0.109 -0.053
H -7.17819 -15.68280 -22.63231 -0.067 0.076 -0.194 0.062
H -6.63648 -14.25141 -22.65872 -0.070 -0.110 -0.006 0.000
O -7.29366 -11.52805 -19.72822 -0.156 0.113 -0.008 -0.041
H -6.57771 -10.90489 -19.89356 -0.011 -0.105 -0.029 0.031
H -7.98259 -11.00246 -19.30408 0.089 -0.059 0.000 0.059
C 0.38048 -15.54321 -22.81672 1.421 0.270 -0.089 -0.260
C 0.49840 -14.02931 -22.69680 -1.069 -0.145 -0.689 -0.223
O 0.96404 -13.53340 -23.97301 0.209 -0.043 1.023 -0.081
O -0.38849 -15.89742 -23.93770 -0.707 -0.113 0.015 -0.060
H -0.02675 -16.00644 -21.91832 -0.276 0.104 -0.077 0.119
H 1.39662 -15.94347 -22.95090 -0.025 -0.022 0.130 0.117
H 1.13417 -13.64735 -21.89837 0.070 -0.426 0.147 0.124
H -0.52393 -13.65404 -22.54498 0.139 0.156 0.098 0.086
H 1.52888 -12.80246 -23.70212 -0.050 0.264 -0.722 0.072
H -0.19364 -15.28932 -24.66041 0.208 0.023 0.123 0.079
C 0.64903 -9.36643 -25.02188 -0.955 -0.718 -0.126 -0.223
C -0.53242 -9.62390 -25.96469 0.264 1.413 -0.316 -0.229
O -1.77435 -9.17601 -25.41550 0.473 -0.414 0.475 -0.078
O 0.55918 -10.26178 -23.92190 0.521 -0.120 0.345 -0.078
H 0.70279 -8.32960 -24.68318 -0.171 0.069 -0.075 0.119
H 1.57175 -9.61516 -25.54465 0.045 0.010 -0.009 0.119
H -0.55298 -10.68363 -26.22715 -0.076 -0.055 0.012 0.121
H -0.38959 -8.99882 -26.85496 0.394 -0.419 -0.228 0.119
H -2.26884 -8.79083 -26.14631 -0.385 0.012 -0.020 0.045
H -0.33273 -10.25065 -23.56546 -0.088 0.270 -0.103 0.052
C -2.75369 -11.94754 -23.42339 -2.388 0.532 -1.298 -0.043
C -3.68026 -11.99847 -22.20439 1.378 -0.237 0.219 -0.403
C -5.13608 -12.31608 -22.49084 -0.531 -0.166 0.164 -0.216
O -5.86137 -11.15162 -22.82984 0.432 0.241 -0.236 -0.184
C -7.16601 -11.37935 -23.30355 0.085 0.294 -1.305 -0.126
N -3.17337 -12.98150 -21.24230 -0.668 0.112 0.812 0.038
H -3.29723 -11.32580 -24.15415 0.464 0.255 0.008 0.064
H -2.73564 -12.90957 -23.94010 0.617 -0.208 0.358 0.088
H -1.79365 -11.47888 -23.25854 0.184 -0.366 0.223 0.055
H -3.66711 -10.98908 -21.78066 -0.028 -0.176 0.404 0.142
H -5.62616 -12.71332 -21.59289 0.369 -0.296 0.142 0.119
H -5.19143 -13.07604 -23.28648 -0.062 0.105 -0.206 0.124
H -7.50815 -10.42804 -23.71646 -0.226 0.210 0.635 0.078
H -7.86927 -11.80275 -22.58512 0.144 0.059 0.218 0.081
H -7.16924 -11.98213 -24.22358 0.170 -0.562 0.296 0.091
H -3.31469 -13.93687 -21.54121 -0.007 0.020 -0.194 0.075
H -2.20006 -12.87665 -21.00255 0.084 0.210 -0.175 0.060
C -6.96568 -4.87676 -18.61291 0.372 0.511 -0.040 -0.085
C -8.18678 -5.27408 -19.45730 1.253 -0.898 1.689 -0.398
C -7.74654 -6.18358 -20.61687 -1.046 0.037 0.403 -0.205
O -7.30255 -7.42086 -20.07075 1.089 0.162 0.192 -0.215
C -6.99150 -8.35712 -21.09478 -1.865 0.204 -0.277 -0.094
N -9.05407 -6.03970 -18.52431 -0.472 0.417 -0.752 0.032
H -7.28389 -4.24708 -17.78241 -0.091 -0.043 0.002 0.070
H -6.20447 -4.30948 -19.16237 -0.175 -0.072 -0.173 0.073
H -6.45992 -5.74028 -18.18085 -0.181 -0.150 -0.113 0.074
H -8.71299 -4.35581 -19.71286 0.017 -0.189 -0.661 0.135
H -6.95833 -5.74745 -21.23020 -0.057 0.140 -0.160 0.125
H -8.65600 -6.41539 -21.18366 0.130 0.226 -0.539 0.123
H -7.89444 -8.97397 -21.19388 0.181 -0.365 -0.160 0.087
H -6.15078 -9.01708 -20.90600 0.317 0.435 0.213 0.076
H -6.93342 -7.83053 -22.04902 0.652 -0.187 -0.087 0.087
H -10.01515 -5.90074 -18.82731 0.024 -0.294 0.194 0.066
H -8.82737 -7.02313 -18.64495 -0.117 0.075 0.184 0.060
C -4.40753 -12.20485 -27.22338 0.325 0.876 -0.031 -0.053
C -4.45936 -10.68522 -27.02112 -0.334 -0.816 0.188 -0.434
C -3.70116 -9.98084 -28.14877 -0.601 -0.108 0.730 -0.191
O -3.54966 -8.62637 -27.75352 0.067 0.112 0.178 -0.223
C -3.10637 -7.75751 -28.76364 -0.340 0.808 -0.171 -0.106
N -5.87218 -10.25317 -27.01076 0.459 0.987 -0.499 0.051
H -5.02989 -12.43957 -28.08550 -0.091 -0.303 0.122 0.081
H -4.75040 -12.68828 -26.31057 -0.138 -0.272 -0.170 0.066
H -3.37650 -12.49872 -27.42906 -0.041 -0.230 0.108 0.075
H -4.00829 -10.43789 -26.05652 0.428 0.057 -0.151 0.108
H -4.29679 -10.07269 -29.06251 0.066 0.137 -0.129 0.136
H -2.71816 -10.43661 -28.29605 0.048 -0.059 -0.041 0.125
H -2.92323 -6.77939 -28.31221 0.341 -0.225 0.221 0.091
H -3.89790 -7.52416 -29.48756 0.069 -0.545 -0.197 0.092
H -2.20363 -8.11921 -29.26301 -0.040 -0.017 -0.046 0.092
H -5.80660 -9.23420 -27.00202 -0.389 -0.081 -0.084 0.070
H -6.35786 -10.47627 -26.14949 0.274 -0.325 0.085 0.053
C -13.02361 -13.69012 -23.08910 0.373 0.131 -0.263 -0.064
C -11.59858 -13.81132 -23.62688 0.183 -0.667 -0.054 -0.425
C -10.74291 -12.54711 -23.72370 0.246 -1.129 0.288 -0.223
O -11.14371 -11.79045 -24.82912 -0.542 0.460 -0.329 -0.161
C -10.63539 -10.48669 -24.88041 0.476 0.909 0.970 -0.115
N -10.85943 -14.83836 -22.85596 0.203 0.596 -0.301 0.036
H -13.50448 -14.64827 -23.29431 -0.256 0.109 0.030 0.073
H -13.58649 -12.88902 -23.56991 -0.053 -0.032 0.043 0.075
H -13.00331 -13.56096 -22.00580 -0.050 0.209 0.003 0.077
H -11.63556 -14.20048 -24.64934 -0.203 0.184 -0.076 0.133
H -9.72686 -12.92963 -23.90446 0.095 0.233 0.251 0.118
H -10.76413 -11.99706 -22.77243 -0.070 0.199 -0.116 0.134
H -10.15893 -10.23791 -25.82668 -0.152 -0.297 -0.232 0.087
H -9.89600 -10.28377 -24.09308 0.258 -0.451 -0.112 0.064
H -11.37179 -9.71145 -24.63911 -0.487 -0.279 -0.390 0.086
H -11.51472 -15.50841 -22.47897 0.059 -0.014 0.183 0.061
H -10.35440 -14.40201 -22.09056 -0.059 -0.228 0.147 0.055
```
Positions in Å, forces in eV/Å.

Summary:
E_tot ... -50224.579 eV
M ... 534.7 g mol⁻¹
Structure (SMILES) ... COC[C@H](C)N.COC[C@H](C)N.COC[C@H](C)N.COC[C@H](C)N.OCCO.OCCO.O.O.O
Kohn-Sham gap ... 9.23 eV
Energy above the lowest of the compared OMol25 structures with the same formula, charge and spin ... 62.4 kcal/mol


# 2
Density functional theory data (ωB97M-V/def2-TZVPD) for 2 unconnected molecules or ions with the total composition C2H9NO2 in a non-equilibrium geometry.

The geometry in XYZ format:
```
14
Properties=species:S:1:pos:R:3:forces:R:3:nbo_charge:R:1
C 2.08384 -0.51785 0.09378 -0.198 0.635 0.339 -0.259
O 1.45148 -0.87599 1.30057 -0.672 -0.502 1.082 -0.744
H 1.50538 -0.74183 -0.79351 -0.953 -0.173 0.234 0.184
H 2.20033 0.58064 0.09964 0.893 -0.493 -0.293 0.169
H 2.91578 -1.17174 -0.03812 1.430 0.315 -0.124 0.176
H 2.05929 -0.87358 2.07413 -0.424 0.135 -1.254 0.475
N -1.91744 -0.44813 -0.32238 -0.423 -2.989 -0.293 -0.925
C -1.21732 0.74879 -0.00022 0.445 2.679 -2.532 0.105
O -1.66369 1.78468 -1.06350 2.653 -3.837 -1.722 -0.742
H -2.96014 -0.46295 -0.65182 3.002 0.682 1.333 0.408
H -1.64968 -1.26001 0.30634 -0.762 1.463 -1.221 0.384
H -1.53544 1.10704 0.93393 -0.467 1.190 1.195 0.145
H -0.02724 0.85628 0.02071 -2.636 -1.369 -0.310 0.170
H -1.24516 1.27465 -1.95955 -1.889 2.264 3.565 0.455
```
Positions in Å, forces in eV/Å.

Summary:
E_tot ... -7802.549 eV
M ... 79.1 g mol⁻¹
Structure (SMILES) ... NCO.CO
Kohn-Sham gap ... 9.74 eV
Energy above the lowest of the compared OMol25 structures with the same formula, charge and spin ... 50.2 kcal/mol